# 1
{
  "formula": "C41H60As2Cl2KN6S",
  "method": "ωB97M-V with the def2-TZVPD basis set",
  "largest_force_ev_per_a": 1.31,
  "de_lowest_kj_mol": 172.4,
  "charge": -1,
  "homo_ev": -4.0,
  "total_energy_ev": -226315.990,
  "symbols": ["K", "C", "C", "N", "C", "C", "N", "C", "C", "C", "N", "C", "C", "N", "C", "H", "H", "H", "H", "H", "H", "H", "H", "H", "H", "H", "H", "H", "H", "H", "H", "H", "H", "H", "H", "H", "H", "H", "H", "C", "As", "C", "C", "C", "C", "C", "C", "C", "As", "C", "C", "H", "H", "H", "H", "H", "H", "H", "H", "H", "H", "H", "H", "H", "H", "H", "H", "C", "C", "C", "C", "C", "C", "C", "C", "C", "C", "N", "C", "C", "C", "C", "C", "N", "H", "H", "H", "H", "H", "H", "H", "H", "H", "H", "H", "H", "H", "H", "H", "H", "H", "Cl", "C", "C", "C", "C", "C", "Cl", "C", "S", "H", "H", "H"],
  "positions_angstrom": [[0.157, -0.549, 0.191], [4.119, 1.726, 1.709], [3.319, 0.482, 1.235], [4.219, -0.479, 0.601], [4.642, -0.161, -0.760], [3.617, -0.364, -1.889], [2.735, 0.786, -2.085], [3.384, 1.812, -2.904], [2.469, 2.979, -3.294], [2.209, 4.007, -2.201], [1.600, 3.404, -1.034], [1.074, 4.340, -0.068], [2.165, 4.872, 0.859], [2.755, 3.811, 1.666], [3.824, 3.055, 1.001], [5.172, 1.480, 1.562], [3.965, 1.875, 2.783], [2.502, 0.782, 0.559], [2.874, -0.027, 2.093], [3.766, -1.388, 0.609], [5.510, -0.793, -0.972], [4.982, 0.878, -0.775], [3.004, -1.241, -1.656], [4.172, -0.590, -2.817], [1.915, 0.479, -2.614], [3.757, 1.362, -3.839], [4.258, 2.197, -2.363], [1.523, 2.564, -3.647], [2.927, 3.500, -4.138], [1.571, 4.811, -2.611], [3.159, 4.473, -1.907], [0.875, 2.772, -1.345], [0.341, 3.824, 0.559], [0.579, 5.202, -0.551], [1.695, 5.596, 1.531], [2.923, 5.414, 0.268], [3.142, 4.217, 2.509], [4.744, 3.662, 0.971], [3.499, 2.860, -0.019], [0.833, 3.622, 4.421], [0.610, 1.837, 3.594], [1.443, 0.951, 5.157], [-1.309, 1.613, 3.967], [-2.118, 2.715, 4.239], [-3.496, 2.592, 4.349], [-4.091, 1.355, 4.164], [-3.296, 0.254, 3.877], [-1.914, 0.364, 3.773], [-0.729, -1.167, 3.433], [-0.854, -1.818, 5.298], [-1.980, -2.481, 2.728], [0.308, 3.666, 5.376], [0.471, 4.418, 3.769], [1.896, 3.786, 4.602], [0.892, 1.167, 6.073], [2.458, 1.340, 5.262], [1.504, -0.124, 5.012], [-1.677, 3.695, 4.374], [-4.101, 3.464, 4.565], [-5.166, 1.250, 4.238], [-3.773, -0.709, 3.729], [-1.897, -2.019, 5.543], [-0.470, -1.072, 5.992], [-0.277, -2.737, 5.416], [-2.884, -2.577, 3.331], [-1.458, -3.439, 2.731], [-2.249, -2.258, 1.697], [-0.153, -5.197, -3.428], [-0.192, -3.673, -3.263], [-1.588, -3.134, -3.051], [-2.454, -3.141, -4.139], [-3.726, -2.603, -4.058], [-4.131, -2.003, -2.878], [-3.294, -1.960, -1.773], [-3.776, -1.271, -0.521], [-4.713, -2.157, 0.306], [-2.025, -2.558, -1.837], [-1.196, -2.495, -0.705], [-0.652, -3.578, -0.272], [0.338, -3.657, 0.744], [0.840, -4.857, 1.285], [1.774, -4.489, 2.247], [1.790, -3.087, 2.237], [0.932, -2.574, 1.344], [0.867, -5.534, -3.621], [-0.782, -5.511, -4.263], [-0.513, -5.700, -2.528], [0.206, -3.206, -4.165], [0.463, -3.380, -2.445], [-2.108, -3.567, -5.074], [-4.386, -2.631, -4.917], [-5.113, -1.546, -2.814], [-4.303, -0.357, -0.807], [-2.924, -0.979, 0.093], [-5.576, -2.459, -0.290], [-5.072, -1.624, 1.189], [-4.191, -3.060, 0.631], [-0.972, -4.548, -0.671], [0.534, -5.857, 1.010], [2.370, -5.135, 2.874], [2.397, -2.429, 2.850], [-1.391, 0.788, -1.933], [-2.040, 0.763, -3.550], [-3.243, 1.417, -3.730], [-3.852, 1.430, -4.972], [-3.229, 0.780, -6.028], [-2.023, 0.139, -5.833], [-1.301, -0.635, -7.209], [-1.353, 0.080, -4.583], [0.123, -0.752, -4.369], [-3.701, 1.923, -2.889], [-4.795, 1.941, -5.116], [-3.683, 0.768, -7.010]],
  "forces_ev_per_a": [[0.38, 1.23, -0.21], [-0.25, 0.04, -0.15], [0.12, 0.36, 0.01], [-0.24, -0.22, -0.07], [-0.07, -0.15, 0.01], [0.03, 0.14, 0.11], [-0.18, 0.03, -0.26], [0.01, 0.10, 0.01], [0.14, -0.18, 0.25], [0.05, -0.01, 0.01], [-0.40, -0.13, -0.19], [0.19, 0.19, 0.16], [-0.04, -0.11, -0.02], [-0.01, -0.07, -0.07], [0.08, -0.10, 0.15], [0.03, -0.02, 0.12], [0.08, -0.03, 0.02], [0.14, 0.24, 0.15], [-0.04, 0.04, -0.01], [0.08, -0.04, -0.03], [0.01, 0.08, -0.06], [0.10, -0.02, 0.01], [0.02, 0.00, -0.04], [-0.05, -0.07, 0.03], [-0.01, -0.11, 0.03], [0.07, 0.00, 0.06], [-0.03, 0.02, -0.04], [-0.13, -0.02, -0.09], [-0.04, -0.04, -0.04], [0.08, 0.04, -0.02], [-0.02, 0.00, -0.03], [-0.06, -0.13, 0.02], [-0.01, 0.00, -0.06], [-0.06, -0.02, 0.03], [0.08, 0.04, 0.01], [-0.02, 0.04, 0.01], [-0.06, -0.03, 0.05], [0.02, -0.06, -0.11], [0.05, -0.01, 0.01], [-0.08, 0.00, -0.11], [0.25, 0.26, 0.17], [-0.09, -0.06, 0.01], [-0.09, -0.01, -0.05], [0.06, 0.17, 0.13], [0.00, -0.05, -0.07], [0.00, 0.05, 0.01], [-0.10, -0.08, -0.02], [-0.13, -0.03, 0.05], [-0.24, 0.08, 0.61], [0.10, -0.09, 0.04], [-0.11, -0.12, -0.10], [0.01, 0.00, 0.01], [0.01, -0.04, -0.02], [-0.01, -0.08, -0.08], [-0.03, -0.01, -0.02], [-0.02, 0.04, -0.09], [0.00, -0.02, -0.02], [-0.01, -0.03, -0.01], [0.01, 0.00, 0.00], [0.01, -0.03, -0.01], [0.02, 0.02, 0.00], [-0.01, 0.02, -0.03], [0.02, 0.04, -0.05], [0.01, 0.02, -0.08], [0.04, 0.08, 0.03], [0.06, 0.03, -0.02], [0.05, 0.00, 0.03], [-0.01, 0.11, 0.11], [-0.10, -0.45, 0.01], [0.10, 0.05, 0.23], [-0.09, -0.08, 0.05], [0.02, -0.06, -0.04], [-0.04, -0.01, -0.01], [0.03, 0.08, 0.04], [-0.12, -0.16, 0.02], [0.10, 0.10, -0.03], [-0.28, -0.32, -0.43], [0.04, -0.34, -0.10], [-0.46, -0.05, -0.21], [0.45, -0.33, 0.40], [-0.22, 0.00, -0.15], [0.10, 0.05, 0.18], [0.05, 0.02, 0.03], [0.35, -0.79, -0.01], [-0.01, -0.03, -0.01], [-0.01, -0.03, 0.01], [0.00, -0.08, -0.02], [-0.06, -0.07, 0.06], [0.04, 0.06, -0.01], [0.03, 0.05, -0.01], [0.02, 0.06, -0.01], [0.01, 0.03, 0.01], [0.03, 0.03, 0.02], [-0.01, 0.07, -0.04], [-0.01, -0.03, 0.01], [0.00, -0.04, 0.03], [-0.05, -0.03, 0.00], [0.05, 0.03, -0.10], [0.02, 0.01, -0.04], [-0.01, -0.01, -0.01], [0.00, -0.03, 0.02], [0.08, 0.37, -0.03], [-0.18, -0.11, -0.52], [-0.06, 0.11, 0.18], [-0.02, 0.00, -0.03], [-0.06, 0.00, -0.02], [-0.05, 0.07, 0.26], [-0.01, -0.08, -0.14], [-0.01, 0.13, 0.09], [0.52, 0.56, 0.13], [0.01, -0.04, 0.01], [-0.01, -0.01, -0.01], [0.04, -0.01, -0.02]]
}

=====

# 2
{
  "formula": "C41H60BF9N5O4PPbSi3",
  "method": "ωB97M-V with the def2-TZVPD basis set",
  "largest_force_ev_per_a": 1.53,
  "de_lowest_kj_mol": 175.3,
  "charge": 2,
  "homo_ev": -12.5,
  "total_energy_ev": -122423.812,
  "symbols": ["Pb", "C", "O", "Si", "C", "C", "C", "Si", "C", "C", "C", "Si", "C", "C", "C", "H", "H", "H", "H", "H", "H", "H", "H", "H", "H", "H", "H", "H", "H", "H", "H", "H", "H", "H", "H", "H", "H", "H", "H", "H", "H", "H", "O", "H", "H", "O", "H", "H", "B", "C", "N", "H", "H", "H", "F", "C", "F", "F", "C", "C", "C", "C", "C", "C", "P", "C", "C", "C", "C", "C", "C", "C", "F", "F", "F", "C", "C", "C", "C", "C", "C", "C", "F", "F", "F", "H", "H", "H", "H", "H", "H", "H", "H", "H", "H", "H", "H", "N", "C", "N", "C", "C", "O", "C", "C", "H", "H", "H", "H", "H", "H", "H", "H", "C", "C", "N", "C", "C", "N", "H", "H", "H", "H", "H", "H"],
  "positions_angstrom": [[0.732, 0.876, 0.023], [-1.224, 3.261, -1.583], [-1.284, 1.826, -1.672], [-2.279, 1.159, -2.841], [-4.015, 1.842, -2.644], [-1.683, 1.661, -4.555], [-2.061, -0.705, -2.425], [-3.463, -1.581, -1.460], [-3.094, -3.393, -1.116], [-5.068, -1.487, -2.452], [-3.665, -0.661, 0.195], [-0.690, -1.643, -3.352], [0.130, -3.079, -2.435], [-1.751, -2.291, -4.790], [0.723, -0.517, -3.900], [-2.194, 3.664, -1.286], [-0.936, 3.694, -2.543], [-0.478, 3.539, -0.844], [-4.000, 2.918, -2.828], [-4.432, 1.684, -1.647], [-4.706, 1.414, -3.372], [-2.269, 2.506, -4.918], [-1.784, 0.867, -5.297], [-0.635, 1.965, -4.540], [-2.836, -3.944, -2.023], [-4.003, -3.853, -0.722], [-2.310, -3.570, -0.377], [-4.937, -1.814, -3.485], [-5.474, -0.478, -2.460], [-5.799, -2.147, -1.984], [-2.779, -0.101, 0.499], [-3.914, -1.375, 0.983], [-4.491, 0.049, 0.134], [-0.553, -3.706, -1.862], [0.953, -2.739, -1.800], [0.589, -3.726, -3.186], [-2.524, -2.972, -4.435], [-1.096, -2.837, -5.471], [-2.236, -1.489, -5.347], [0.831, 0.338, -3.227], [0.578, -0.140, -4.913], [1.663, -1.072, -3.885], [2.192, 0.670, 2.195], [3.147, 0.731, 2.055], [1.955, 1.369, 2.819], [-0.493, -1.566, 0.149], [-1.423, -1.735, 0.346], [-0.245, -2.130, -0.599], [3.849, -2.231, -2.247], [3.066, -1.241, -1.374], [2.400, -0.493, -0.785], [3.040, -2.782, -2.951], [4.414, -3.049, -1.572], [4.702, -1.618, -2.837], [-0.873, -0.025, 8.804], [0.285, -0.684, 8.598], [1.277, 0.181, 8.884], [0.348, -1.683, 9.482], [0.384, -1.163, 7.174], [0.183, -0.238, 6.159], [0.271, -0.649, 4.840], [0.560, -1.976, 4.527], [0.755, -2.893, 5.554], [0.668, -2.487, 6.878], [0.633, -2.392, 2.734], [-0.649, -3.689, 2.597], [-1.885, -3.462, 3.211], [-2.969, -4.277, 2.939], [-2.831, -5.329, 2.041], [-1.611, -5.576, 1.432], [-0.528, -4.751, 1.702], [-4.048, -6.144, 1.702], [-4.665, -6.612, 2.793], [-4.956, -5.372, 1.042], [-3.769, -7.181, 0.903], [2.224, -3.299, 2.594], [3.247, -2.594, 1.964], [4.483, -3.173, 1.731], [4.694, -4.485, 2.121], [3.694, -5.197, 2.769], [2.464, -4.607, 3.011], [5.980, -5.183, 1.769], [6.925, -4.322, 1.358], [5.777, -6.059, 0.764], [6.479, -5.873, 2.803], [-0.048, 0.790, 6.410], [0.106, 0.060, 4.036], [0.972, -3.930, 5.331], [0.810, -3.193, 7.684], [-1.995, -2.639, 3.908], [-3.923, -4.103, 3.421], [-1.508, -6.411, 0.751], [0.418, -4.942, 1.208], [3.048, -1.591, 1.629], [5.269, -2.617, 1.240], [3.880, -6.218, 3.074], [1.692, -5.185, 3.504], [1.958, 2.274, -1.448], [2.840, 2.519, -2.166], [3.789, 2.856, -2.978], [3.854, 2.302, -4.344], [4.900, 1.189, -4.368], [6.145, 1.657, -3.895], [6.075, 2.129, -2.567], [5.099, 3.300, -2.471], [4.152, 3.111, -5.011], [2.875, 1.924, -4.638], [5.064, 0.845, -5.388], [4.547, 0.350, -3.754], [7.079, 2.450, -2.296], [5.756, 1.322, -1.891], [5.445, 4.109, -3.116], [5.002, 3.664, -1.450], [-1.855, 3.021, 2.066], [-0.497, 3.630, 2.009], [0.598, 3.072, 1.524], [1.615, 3.992, 1.695], [1.122, 5.109, 2.289], [-0.213, 4.863, 2.483], [-1.915, 2.176, 1.382], [-2.615, 3.754, 1.794], [-2.079, 2.671, 3.075], [2.620, 3.785, 1.370], [1.596, 6.031, 2.578], [-0.867, 5.495, 2.916]],
  "forces_ev_per_a": [[-0.51, -0.18, 0.93], [-0.13, 0.16, -0.15], [-0.12, -0.36, -0.11], [-0.26, 1.46, -0.37], [0.21, -0.46, 0.19], [0.00, -0.40, 0.22], [-0.23, -0.31, -0.41], [-0.68, -0.85, 0.75], [0.07, 0.33, -0.22], [0.48, 0.36, -0.27], [0.12, 0.22, -0.36], [1.34, -0.52, -0.15], [-0.54, 0.15, -0.01], [-0.53, 0.40, 0.38], [-0.41, 0.05, -0.01], [0.02, -0.02, 0.02], [0.01, -0.01, 0.01], [0.05, -0.06, 0.03], [0.11, 0.01, -0.04], [-0.01, 0.00, -0.01], [0.03, 0.00, -0.04], [-0.09, -0.01, 0.09], [0.00, 0.02, -0.03], [0.03, -0.06, 0.04], [0.01, -0.01, 0.00], [-0.05, 0.08, 0.05], [0.00, -0.02, 0.01], [-0.05, -0.04, -0.01], [-0.04, -0.03, 0.00], [0.12, -0.08, 0.13], [0.01, 0.01, 0.06], [0.07, -0.13, -0.06], [0.00, 0.00, -0.05], [0.00, -0.05, 0.01], [0.05, -0.02, -0.13], [0.03, 0.09, -0.07], [0.02, -0.05, -0.02], [0.22, 0.05, 0.11], [0.01, -0.04, -0.08], [0.06, 0.03, -0.04], [-0.06, 0.05, 0.01], [-0.06, -0.13, 0.11], [0.10, 0.15, -0.38], [-0.03, -0.06, 0.18], [0.10, 0.00, -0.01], [-0.31, 0.36, -0.84], [0.15, -0.26, 0.17], [-0.11, -0.21, 0.29], [0.66, -0.48, -0.19], [-0.43, 0.31, 0.26], [0.49, -0.38, 0.01], [-0.10, 0.09, -0.20], [-0.13, -0.03, 0.29], [-0.11, 0.16, -0.20], [0.06, -0.06, -0.01], [0.01, 0.09, 0.07], [-0.04, -0.06, -0.01], [0.00, 0.03, -0.04], [-0.04, 0.03, -0.05], [0.00, 0.00, 0.04], [0.01, -0.07, 0.08], [-0.06, -0.07, -0.25], [-0.02, 0.07, 0.07], [-0.01, -0.01, 0.08], [0.43, 0.05, 0.69], [-0.02, 0.12, -0.16], [0.00, -0.04, 0.00], [0.00, -0.02, -0.04], [0.00, 0.00, -0.01], [-0.08, -0.07, 0.02], [0.02, 0.05, 0.00], [-0.06, -0.06, -0.06], [0.03, 0.04, -0.07], [0.05, -0.07, 0.06], [-0.01, 0.08, 0.07], [-0.22, 0.06, -0.13], [-0.06, -0.15, 0.05], [0.01, -0.07, 0.08], [0.02, 0.14, -0.06], [0.00, -0.09, 0.03], [0.07, -0.05, -0.01], [0.09, -0.03, -0.13], [-0.05, -0.04, 0.07], [0.02, 0.03, 0.10], [-0.05, 0.02, 0.00], [0.00, 0.01, -0.01], [-0.01, 0.01, -0.01], [0.00, 0.01, 0.01], [0.02, -0.03, -0.03], [-0.01, -0.02, 0.03], [0.01, 0.01, 0.02], [0.01, 0.01, -0.01], [0.01, -0.01, 0.03], [0.03, 0.13, -0.08], [0.01, -0.03, -0.07], [-0.03, 0.00, 0.01], [-0.02, 0.01, -0.03], [0.32, 0.59, -0.36], [-0.18, -0.02, 0.14], [0.01, 0.13, -0.11], [0.22, -0.28, -0.20], [-0.14, 0.05, 0.09], [-0.03, 0.10, -0.01], [-0.10, 0.05, -0.02], [0.40, -0.18, 0.09], [-0.09, 0.05, 0.05], [-0.02, 0.05, 0.03], [-0.05, -0.02, 0.01], [0.06, -0.03, -0.04], [-0.02, -0.01, 0.05], [0.03, 0.00, -0.02], [-0.11, 0.06, 0.03], [-0.05, 0.01, -0.01], [0.03, 0.10, 0.10], [0.10, 0.01, 0.03], [-0.11, 0.16, 0.02], [-0.04, 0.08, 0.03], [0.24, -0.05, -0.03], [-0.04, -0.01, -0.04], [-0.02, -0.01, -0.01], [-0.03, -0.05, -0.03], [-0.02, -0.05, -0.03], [0.02, 0.06, 0.01], [-0.04, 0.01, 0.03], [-0.02, -0.01, 0.00]]
}